Record 1
The following is a DFT calculation (ωB97M-V/def2-TZVPD) of the ion C8H17N2O with charge +1.

## Properties
Gap between HOMO and LUMO   9.9 eV
Strongest force on any atom   0.093 Eh/bohr
HOMO   -13.53 eV
Structure (SMILES)   CCCCN/C=C\[N+](C)=C/O
Energy above the lowest of the compared OMol25 structures with the same formula, charge and spin   66.7 kcal per mole
Total charge   +1

```
28
C8H17N2O, DFT ωB97M-V/def2-TZVPD
C -1.15695 3.29113 -1.05246
C -1.09382 1.76287 -0.75318
C -1.57645 1.41934 0.58861
C -0.98332 -0.00214 0.78702
N 0.53573 -0.10905 0.75166
C 1.07205 -0.79642 1.85311
C 1.76829 -1.87596 1.46334
N 1.87020 -2.23997 0.09646
C 1.54319 -3.58010 -0.21422
C 1.55069 -1.23530 -0.75701
O 2.41033 -0.26796 -1.02742
H -0.36181 3.82675 -0.56028
H -2.09370 3.67188 -0.68580
H -1.08821 3.53037 -2.05360
H -1.68090 1.24702 -1.51648
H -0.02203 1.40225 -0.89862
H -1.10985 2.16990 1.40026
H -2.61202 1.24949 0.94117
H -1.21963 -0.50869 1.67585
H -1.45580 -0.60614 -0.00095
H 1.10070 0.61838 0.38409
H 0.50631 -0.81465 2.87195
H 2.19873 -2.53977 2.16839
H 0.45060 -3.78485 -0.22184
H 2.03382 -3.79043 -1.20270
H 1.87221 -4.18165 0.67476
H 0.82318 -1.41820 -1.58182
H 3.22147 -0.23570 -0.48604
```

In elementary charge units, the Mulliken charges are:
1. C -1.536
2. C 0.067
3. C -0.440
4. C -0.822
5. N -0.036
6. C -0.593
7. C -0.325
8. N 0.102
9. C -0.839
10. C -0.036
11. O -0.438
12. H 0.384
13. H 0.357
14. H 0.441
15. H 0.257
16. H -0.016
17. H 0.223
18. H 0.344
19. H 0.587
20. H 0.213
21. H 0.418
22. H 0.349
23. H 0.540
24. H 0.354
25. H 0.344
26. H 0.284
27. H 0.410
28. H 0.406

---

Record 2
The following is a DFT calculation (ωB97M-V/def2-TZVPD) of a structure of composition C29H34As2Cl3IN2O12RhSSeSi.

## Properties
Multiplicity   2
Gap between HOMO and LUMO (alpha / beta)   5.8 / 5.0 eV
Expectation value of S²   0.807
Strongest force on any atom   0.014 Eh/bohr
HOMO (alpha / beta)   -1.86 / -1.85 eV
Energy above the lowest of the compared OMol25 structures with the same formula, charge and spin   1.5 kcal per mole
Total charge   -2

```
87
C29H34As2Cl3IN2O12RhSSeSi, DFT ωB97M-V/def2-TZVPD
Rh -0.31073 -1.56235 -1.01418
C -5.73282 -0.27077 -1.67532
O -4.46887 0.38055 -1.68643
C -3.60075 -0.06722 -0.76759
O -3.88717 -0.94802 0.00506
C -2.22845 0.59454 -0.90592
C -2.35876 2.05461 -1.26489
As -3.16345 3.22592 0.00304
C -4.58680 2.20635 0.93336
C -1.75098 2.97126 1.44286
C -0.79511 2.03300 1.45616
As -0.99949 0.24879 0.64818
C -1.98908 -0.44815 2.18071
C 0.36884 2.08699 2.39199
O 0.60339 1.24880 3.23226
O 1.12158 3.17429 2.18760
C 2.21027 3.31459 3.09830
C -1.69257 4.10999 2.40169
O -1.95818 5.26148 2.14913
O -1.39351 3.70699 3.66414
C -1.26400 4.76110 4.60600
C -1.19121 2.79977 -1.60358
O -1.11707 3.98655 -1.90583
O -0.01331 2.08702 -1.42080
C 1.17647 2.87817 -1.36267
H -6.33488 0.24965 -2.41650
H -6.19505 -0.20363 -0.68966
H -5.62987 -1.32240 -1.94279
H -5.46824 2.18261 0.29095
H -4.82977 2.78987 1.82403
H -4.33345 1.19393 1.23989
H -2.71312 0.29987 2.50044
H -1.25496 -0.60507 2.96798
H -2.48677 -1.37210 1.91810
H 2.67484 4.26511 2.85071
H 2.91132 2.49621 2.95844
H 1.83969 3.31987 4.12447
H -1.04475 4.28107 5.55364
H -2.18437 5.34138 4.67359
H -0.45184 5.43230 4.32263
H 1.96695 2.21640 -1.01165
H 1.04510 3.69869 -0.65883
H 1.41673 3.29565 -2.34342
I 2.81984 -3.38703 -0.81338
C 2.61688 -1.63014 -1.90584
C 3.77359 -1.26286 -2.58176
C 3.77961 -0.14068 -3.37637
C 2.61172 0.58664 -3.47513
C 1.50631 0.16939 -2.76564
N 1.48673 -0.91352 -1.97644
H 4.66099 -1.86176 -2.45058
H 4.68218 0.15912 -3.89289
H 2.53279 1.48201 -4.07528
H 0.59611 0.72267 -2.82355
S -1.70869 -0.19946 -3.53802
C -1.49569 -0.30081 -1.95297
O -0.60274 -4.89556 0.53485
Cl -0.82297 -3.57787 1.03338
O -1.47846 -3.61350 2.29727
O -1.68848 -2.83126 0.06217
O 0.39932 -2.80746 1.08511
Cl 1.54678 -4.26590 -4.37379
C -0.17451 -4.41628 -4.26911
C -0.79331 -5.22906 -5.18597
C -2.18032 -5.34936 -5.17396
C -2.92117 -4.63070 -4.24464
C -2.30610 -3.80682 -3.32471
Cl -3.34398 -2.97412 -2.23475
C -0.86798 -3.65112 -3.24329
N -0.11915 -2.94444 -2.44033
H -0.19529 -5.75907 -5.91472
H -2.67862 -5.98898 -5.89062
H -4.00022 -4.70400 -4.22809
C 5.14346 0.75004 3.58290
Si 4.39259 -0.39454 2.26508
C 5.78312 -1.61070 1.82772
C 3.07722 -1.39234 3.17599
Se 3.61360 0.67916 0.50564
H 5.54141 0.16486 4.42003
H 4.38035 1.42459 3.97331
H 5.95117 1.35777 3.16861
H 6.27710 -2.00046 2.72506
H 6.53229 -1.12383 1.19914
H 5.37253 -2.45302 1.26604
H 3.46179 -1.80657 4.11526
H 2.71126 -2.21459 2.55729
H 2.22115 -0.75205 3.40175
```

In elementary charge units, the Mulliken charges are:
1. Rh -0.856
2. C -0.704
3. O -0.249
4. C -0.903
5. O -0.596
6. C 1.760
7. C 0.405
8. As -0.003
9. C -1.087
10. C 0.856
11. C 0.050
12. As 3.231
13. C -1.685
14. C -0.411
15. O -0.667
16. O -0.198
17. C -0.426
18. C -0.125
19. O -0.599
20. O -0.181
21. C -0.858
22. C -0.332
23. O -0.726
24. O 0.446
25. C -0.677
26. H 0.249
27. H 0.324
28. H 0.174
29. H 0.371
30. H 0.394
31. H 0.298
32. H 0.497
33. H 0.399
34. H 0.440
35. H 0.320
36. H -0.286
37. H 0.340
38. H 0.267
39. H 0.287
40. H 0.313
41. H -0.053
42. H 0.242
43. H 0.231
44. I 0.093
45. C -0.259
46. C -0.599
47. C -0.591
48. C -1.052
49. C -0.790
50. N 1.368
51. H 0.477
52. H 0.372
53. H 0.491
54. H 0.646
55. S -0.059
56. C -0.631
57. O -0.664
58. Cl 1.686
59. O -0.648
60. O -0.501
61. O -0.427
62. Cl -0.198
63. C 0.359
64. C -0.727
65. C -0.291
66. C -0.729
67. C 0.936
68. Cl -0.114
69. C -0.723
70. N -0.115
71. H 0.395
72. H 0.350
73. H 0.395
74. C -1.231
75. Si 0.584
76. C -1.057
77. C -0.485
78. Se -0.624
79. H 0.394
80. H 0.285
81. H 0.272
82. H 0.334
83. H 0.243
84. H 0.169
85. H 0.406
86. H -0.007
87. H -0.001

---

Record 3
The following is a DFT calculation (ωB97M-V/def2-TZVPD) of a cluster of 14 separate species, C28H84O14 in total.

## Properties
Gap between HOMO and LUMO   9.7 eV
Strongest force on any atom   0.027 Eh/bohr
HOMO   -9.48 eV
Energy above the lowest of the compared OMol25 structures with the same formula, charge and spin   16.1 kcal per mole
Total charge   0

```
126
C28H84O14, DFT ωB97M-V/def2-TZVPD
C 0.83918 0.82150 -4.80972
C 1.26612 2.14480 -4.20819
O 0.25354 3.12821 -4.46091
H -0.03741 0.41968 -4.30039
H 1.63909 0.09724 -4.63437
H 0.68469 0.86618 -5.88648
H 2.22746 2.43849 -4.64566
H 1.46419 1.97971 -3.14131
H 0.61769 3.97128 -4.16180
C 3.48958 0.92091 3.03998
C 3.20309 1.33188 4.45981
O 2.10967 0.52536 4.93149
H 2.62305 1.21793 2.44012
H 3.62701 -0.14966 2.95654
H 4.32896 1.46814 2.61403
H 2.97192 2.38986 4.60125
H 4.09894 1.16161 5.07060
H 1.74339 0.98876 5.69041
C -4.86728 3.10559 0.66782
C -4.33062 3.21920 -0.74691
O -3.86418 1.91496 -1.10062
H -5.29288 4.06662 0.98078
H -4.05828 2.90200 1.37209
H -5.65343 2.36879 0.82408
H -3.43155 3.84197 -0.77797
H -5.10858 3.65327 -1.38532
H -3.28444 1.95522 -1.88175
C 0.05515 -3.85953 -3.59255
C 1.02373 -2.68842 -3.59136
O 2.25707 -3.12506 -4.16513
H 0.49554 -4.75938 -3.16917
H -0.30051 -4.07682 -4.60012
H -0.79499 -3.59491 -2.95641
H 1.17375 -2.43293 -2.53516
H 0.66773 -1.81612 -4.13671
H 2.99137 -2.59831 -3.83755
C 5.19428 0.82119 -1.63140
C 3.90124 0.59453 -0.87896
O 2.97070 0.01066 -1.76118
H 5.96886 1.21868 -0.97548
H 5.02440 1.49208 -2.47460
H 5.55454 -0.12085 -2.04617
H 3.47367 1.51112 -0.44266
H 4.10742 -0.02425 0.00490
H 2.14255 -0.16968 -1.27491
C 5.69746 -1.56956 2.22513
C 4.76399 -2.49996 1.46621
O 4.90396 -3.79529 2.02074
H 5.55976 -0.53509 1.93116
H 6.74005 -1.86115 2.10051
H 5.42085 -1.74338 3.26824
H 4.94332 -2.46258 0.38333
H 3.73128 -2.15126 1.62969
H 4.26728 -4.38326 1.57868
C -0.66334 0.13687 -1.18476
C -0.35710 -0.69274 0.03546
O 1.05415 -0.88174 0.16292
H -0.04740 1.03874 -1.19910
H -1.72500 0.37973 -1.13273
H -0.50588 -0.38903 -2.12876
H -0.84684 -1.67938 -0.01115
H -0.73089 -0.26641 0.97706
H 1.24518 -1.15973 1.08302
C -0.10813 4.01088 -0.80986
C -0.75594 5.37353 -0.81148
O -1.67061 5.35038 0.28357
H 0.67227 3.92699 -0.04871
H 0.44231 3.78764 -1.72776
H -0.85944 3.24106 -0.64260
H -1.26285 5.56698 -1.76666
H -0.07268 6.22352 -0.71281
H -2.23706 6.12840 0.26088
C 0.82202 -3.10326 4.44667
C 0.15380 -1.98684 3.63942
O 1.14548 -1.19356 2.97906
H 0.19602 -3.52022 5.23840
H 1.74194 -2.74294 4.90463
H 1.07800 -3.90902 3.75641
H -0.43224 -1.32389 4.29132
H -0.53289 -2.39834 2.89749
H 1.56979 -0.60508 3.65667
C -0.65665 1.69606 3.69398
C -1.11492 2.29311 2.39025
O -1.37826 3.68579 2.54823
H 0.26762 2.17376 4.02409
H -0.43276 0.63293 3.57793
H -1.42915 1.79095 4.46038
H -1.99974 1.78383 1.98147
H -0.30130 2.15660 1.65625
H -1.61234 4.04769 1.67473
C -3.95074 -1.52082 -2.40222
C -4.52590 -1.54277 -0.98789
O -3.72456 -0.74311 -0.10611
H -3.62952 -0.51920 -2.68257
H -4.68796 -1.83926 -3.14615
H -3.09701 -2.19601 -2.49606
H -4.65336 -2.52987 -0.54784
H -5.53124 -1.09864 -1.01963
H -3.79887 0.18449 -0.39029
C -4.22329 1.78864 -4.58004
C -3.00770 2.68522 -4.36044
O -2.16165 2.11116 -3.35158
H -3.96550 0.77785 -4.89033
H -4.81035 2.25659 -5.37552
H -4.82603 1.74984 -3.67307
H -3.37414 3.62811 -3.93179
H -2.54130 2.88840 -5.32480
H -1.24466 2.42157 -3.51085
C -2.70397 -1.69609 4.33702
C -2.82443 -1.22602 2.90770
O -2.78129 -2.37501 2.05377
H -3.49738 -2.36880 4.66294
H -2.66076 -0.84340 5.01755
H -1.76475 -2.24294 4.43594
H -1.91922 -0.63080 2.70621
H -3.67653 -0.60722 2.62328
H -3.00583 -2.05633 1.16285
C 0.86770 -4.19055 0.76758
C 2.09323 -4.72314 0.03164
O 2.94548 -5.49748 0.86981
H 1.18550 -3.75958 1.71503
H 0.19553 -5.02972 0.94524
H 0.39387 -3.42484 0.15874
H 2.72197 -3.93394 -0.39027
H 1.83176 -5.29495 -0.86785
H 2.50441 -6.30461 1.14946
```

Atom charges from the Mulliken analysis, given in e for atoms 1 to 99:
1. C -0.953
2. C -0.091
3. O -0.597
4. H 0.056
5. H 0.318
6. H 0.409
7. H 0.507
8. H 0.084
9. H 0.283
10. C -0.193
11. C -0.613
12. O -0.498
13. H -0.082
14. H -0.281
15. H 0.592
16. H 0.376
17. H 0.361
18. H 0.306
19. C -1.266
20. C 0.242
21. O -0.093
22. H 0.419
23. H 0.130
24. H 0.329
25. H -0.006
26. H 0.304
27. H -0.127
28. C -1.225
29. C 1.011
30. O -0.635
31. H 0.316
32. H 0.361
33. H 0.190
34. H -0.294
35. H -0.098
36. H 0.335
37. C -1.593
38. C 0.835
39. O -0.337
40. H 0.409
41. H 0.344
42. H 0.336
43. H 0.179
44. H -0.388
45. H 0.067
46. C -1.339
47. C 0.877
48. O -0.631
49. H 0.237
50. H 0.377
51. H 0.314
52. H 0.291
53. H -0.512
54. H 0.386
55. C 0.228
56. C 1.427
57. O 1.222
58. H 0.124
59. H -0.699
60. H -0.205
61. H 0.230
62. H -1.179
63. H -0.979
64. C 0.120
65. C -0.612
66. O -0.525
67. H 0.392
68. H 0.020
69. H -0.369
70. H 0.294
71. H 0.388
72. H 0.244
73. C -1.468
74. C -1.166
75. O 0.668
76. H 0.360
77. H 0.304
78. H 0.268
79. H 0.864
80. H 0.868
81. H -0.372
82. C -0.746
83. C 1.171
84. O -0.675
85. H 0.261
86. H -0.093
87. H 0.392
88. H -0.297
89. H -0.265
90. H 0.334
91. C -0.176
92. C -0.337
93. O -0.023
94. H -0.245
95. H 0.461
96. H -0.088
97. H 0.428
98. H 0.318
99. H -0.147